Here is 7 unconnected molecules or ions with the total composition C13H43N2O13S4 from the Open Molecules 2025 dataset. Energies are from ωB97M-V/def2-TZVPD.

The geometry in ORCA input format:
```
! wB97M-V def2-TZVPD RIJCOSX def2/J DEFGRID3
* xyz 2 2
N -3.493 2.559 0.532
H -4.000 2.916 -0.265
H -2.602 2.135 0.313
H -4.051 2.001 1.162
H -3.315 3.394 1.071
N -0.148 3.768 1.243
H 0.519 4.412 0.844
H 0.255 3.353 2.071
H -0.253 2.964 0.641
H -1.009 4.288 1.337
C 0.012 0.533 -0.285
O -0.980 1.482 0.022
H 0.153 -0.105 0.588
H -0.264 -0.061 -1.156
H 0.925 1.041 -0.596
O 5.029 -2.277 -2.511
S 4.309 -1.007 -2.729
O 4.862 0.071 -3.569
O 2.798 -1.427 -3.314
C 2.254 -2.691 -2.820
C 0.880 -2.756 -3.365
C 3.844 -0.184 -1.084
H 2.232 -2.667 -1.731
H 2.824 -3.511 -3.258
H 0.210 -3.397 -2.792
H 0.846 -3.081 -4.405
H 0.471 -1.771 -3.141
H 4.734 -0.135 -0.458
H 3.103 -0.759 -0.528
H 3.544 0.834 -1.333
O -2.859 -3.703 -1.286
S -2.815 -3.684 0.191
O -3.553 -4.656 1.004
O -1.188 -3.610 0.722
C -1.005 -3.403 2.057
C 0.345 -3.963 2.502
C -3.397 -1.939 0.665
H -1.838 -3.722 2.682
H -0.925 -2.319 2.142
H 0.396 -4.990 2.141
H 0.528 -3.895 3.574
H 1.164 -3.488 1.962
H -2.746 -1.215 0.177
H -3.211 -1.927 1.739
H -4.436 -1.788 0.371
O -1.758 3.712 -5.229
S -1.727 2.250 -5.036
O -2.307 1.275 -5.990
O -0.148 1.793 -4.953
C 0.770 2.667 -4.305
C 2.070 1.960 -4.108
C -2.226 1.952 -3.245
H 0.481 3.159 -3.376
H 0.933 3.491 -4.999
H 2.612 1.663 -5.006
H 1.885 1.010 -3.606
H 2.790 2.663 -3.689
H -1.680 2.688 -2.655
H -1.910 0.925 -3.061
H -3.259 2.294 -3.312
O -0.635 2.198 6.053
S -0.080 2.000 4.709
O 0.305 3.134 3.863
O 1.230 0.988 4.878
C 1.145 -0.155 5.729
C 1.690 -1.279 4.880
C -1.245 0.916 3.828
H 0.089 -0.357 5.906
H 1.720 -0.039 6.648
H 1.118 -1.365 3.955
H 1.636 -2.210 5.445
H 2.748 -1.145 4.658
H -0.851 0.825 2.816
H -2.194 1.452 3.827
H -1.349 -0.084 4.250
*
```

Calculated values
**⟨S²⟩**: 0.7540
**E_LUMO (alpha / beta)**: -7.7289 / -11.0370 eV
**Gap between HOMO and LUMO (alpha / beta)**: 7.58 / 4.27 eV
**HOMO level (alpha / beta)**: -15.3 / -15.3 eV

***

Here is a molecular structure, C36H53BBaF2N7O5S5 from the Open Molecules 2025 dataset. Energies are from ωB97M-V/def2-TZVPD.

The geometry in ORCA input format:
```
! wB97M-V def2-TZVPD RIJCOSX def2/J DEFGRID3
* xyz 1 1
Ba 11.140 -15.896 -10.853
C 7.333 -16.405 -11.052
N 8.520 -17.141 -11.511
C 8.544 -17.357 -12.967
C 8.615 -15.986 -13.683
C 7.483 -15.413 -14.313
C 7.605 -14.200 -14.949
C 8.855 -13.636 -14.969
C 9.879 -14.109 -14.161
N 9.686 -15.242 -13.536
C 8.752 -18.417 -10.793
C 9.281 -18.337 -9.429
C 8.346 -18.470 -8.393
C 8.747 -18.358 -7.081
C 10.064 -17.985 -6.772
C 10.954 -18.000 -7.824
N 10.593 -17.968 -9.150
C 7.553 -14.907 -10.985
C 6.484 -14.092 -11.378
C 6.601 -12.695 -11.407
C 7.870 -12.192 -11.065
C 8.908 -13.065 -10.751
N 8.833 -14.423 -10.765
H 6.976 -16.835 -10.133
H 6.510 -16.501 -11.788
H 7.550 -17.746 -13.249
H 9.376 -18.020 -13.222
H 6.549 -15.936 -14.363
H 6.752 -13.667 -15.369
H 8.978 -12.751 -15.588
H 10.779 -13.533 -13.843
H 9.507 -18.981 -11.425
H 7.865 -19.138 -10.773
H 7.314 -18.738 -8.712
H 8.006 -18.373 -6.310
H 10.326 -17.697 -5.739
H 12.034 -17.777 -7.682
H 5.549 -14.578 -11.709
H 5.788 -12.024 -11.605
H 7.966 -11.110 -10.950
H 9.807 -12.582 -10.353
C 15.441 -13.460 -18.312
C 16.330 -14.030 -17.279
S 15.544 -14.599 -15.733
C 16.259 -13.343 -14.652
C 15.890 -11.822 -14.870
S 14.215 -11.220 -14.336
C 13.199 -11.180 -15.855
C 13.417 -12.265 -16.916
S 14.741 -11.887 -18.157
H 14.679 -14.216 -18.612
H 16.031 -13.320 -19.294
H 17.203 -13.400 -17.000
H 16.744 -15.018 -17.663
H 17.385 -13.522 -14.715
H 16.083 -13.638 -13.612
H 16.082 -11.599 -15.919
H 16.550 -11.261 -14.211
H 13.264 -10.226 -16.340
H 12.206 -11.249 -15.403
H 12.480 -12.427 -17.470
H 13.638 -13.170 -16.386
F 16.898 -17.077 -12.792
B 17.377 -17.864 -11.822
F 17.429 -17.603 -10.523
C 15.894 -25.287 -13.113
C 15.267 -23.931 -13.374
S 16.260 -22.442 -13.021
O 16.287 -22.256 -11.541
O 17.527 -22.632 -13.685
C 15.327 -21.049 -13.731
C 13.872 -20.988 -13.285
N 13.341 -19.585 -13.176
C 13.355 -18.765 -12.141
N 12.763 -17.611 -12.436
C 12.232 -17.744 -13.671
C 12.598 -18.949 -14.194
N 12.362 -19.414 -15.522
O 12.769 -20.608 -15.846
O 11.793 -18.670 -16.344
C 13.862 -19.056 -10.847
H 15.118 -26.031 -13.276
H 16.268 -25.336 -12.057
H 16.761 -25.568 -13.775
H 14.316 -23.854 -12.789
H 14.970 -23.900 -14.495
H 15.359 -21.245 -14.857
H 15.933 -20.183 -13.438
H 13.699 -21.455 -12.292
H 13.229 -21.531 -14.004
H 11.824 -16.969 -14.302
H 13.032 -19.115 -10.164
H 14.408 -18.173 -10.534
H 14.549 -19.917 -10.866
C 14.819 -13.452 -6.500
C 13.991 -14.557 -7.103
S 12.747 -13.856 -8.243
O 12.389 -15.194 -8.877
C 13.630 -12.806 -9.481
C 15.038 -13.124 -10.026
H 15.483 -13.862 -5.710
H 14.119 -12.728 -5.996
H 15.475 -13.012 -7.242
H 13.408 -14.989 -6.290
H 14.506 -15.338 -7.646
H 13.679 -11.898 -8.911
H 12.869 -12.648 -10.219
H 15.869 -12.748 -9.413
H 15.109 -12.601 -11.008
H 15.077 -14.202 -10.227
*
```

Calculated values
**E_LUMO (alpha / beta)**: -3.3208 / -3.3209 eV
**Gap between HOMO and LUMO (alpha / beta)**: 2.01 / 2.01 eV
**ΔE to the lowest compared entry with this formula, charge and spin**: 85.0 kcal/mol
**HOMO level (alpha / beta)**: -5.3 / -5.3 eV

***

Here is a gas-phase ion, C6H15N2O (charge +1) from the Open Molecules 2025 dataset. Energies are from ωB97M-V/def2-TZVPD.

The geometry in ORCA input format:
```
! wB97M-V def2-TZVPD RIJCOSX def2/J DEFGRID3
* xyz 1 1
C 2.503 0.428 -0.869
N 1.468 -0.497 -0.189
C 1.743 -0.579 1.295
C -0.009 -0.195 -0.617
C -1.093 -1.327 -0.048
O -2.345 -1.005 -0.576
C -2.766 0.155 0.190
C -1.793 1.350 0.068
N -0.315 1.027 -0.092
H 2.728 1.329 -0.228
H 3.420 -0.300 -1.054
H 2.023 0.734 -1.716
H 1.501 -1.418 -0.690
H 2.743 -0.786 1.374
H 1.255 0.346 1.703
H 1.317 -1.420 1.617
H 0.095 -0.190 -1.684
H -0.995 -2.418 -0.382
H -1.017 -1.259 1.149
H -2.697 -0.027 1.330
H -3.832 0.323 -0.055
H -1.988 1.798 -0.848
H -2.043 2.092 0.819
H 0.097 1.838 -0.496
*
```

Calculated values
**E_LUMO**: -2.9070 eV
**Gap between HOMO and LUMO**: 10.49 eV
**ΔE to the lowest compared entry with this formula, charge and spin**: 63.8 kcal/mol
**HOMO level**: -13.4 eV
**SMILES**: C[NH+](C)[C@H]1COCCN1

***

Here is a molecular structure, C24H41CsF7N4O12PSV from the Open Molecules 2025 dataset. Energies are from ωB97M-V/def2-TZVPD.

The geometry in ORCA input format:
```
! wB97M-V def2-TZVPD RIJCOSX def2/J DEFGRID3
* xyz 1 1
C -2.786 3.512 -3.672
C -3.331 2.394 -2.787
O -2.317 1.740 -2.054
C -2.865 0.885 -1.060
C -3.396 -0.437 -1.720
C -2.469 -1.546 -1.285
C -2.775 -2.491 -0.389
C -4.132 -2.576 0.261
C -4.446 -3.973 0.792
C -4.765 -4.167 2.260
N -4.490 -4.995 0.044
C -1.684 -3.466 -0.055
O -1.560 -3.959 1.039
C -0.723 -3.835 -1.175
C -0.138 -5.221 -1.200
C -1.150 -6.152 -1.949
O -1.854 -5.472 -2.980
C -0.437 -2.903 -2.072
C 0.500 -2.990 -3.241
F 0.598 -4.182 -3.845
F 0.027 -2.153 -4.193
C 1.959 -2.468 -2.919
F 2.903 -3.208 -3.625
F 2.079 -1.241 -3.399
C 2.312 -2.354 -1.370
F 1.694 -1.424 -0.771
F 2.251 -3.542 -0.679
F 3.722 -1.928 -1.316
C -1.088 -1.548 -1.876
O -0.508 -0.521 -2.131
H -3.496 3.671 -4.489
H -1.824 3.232 -4.106
H -2.701 4.435 -3.095
H -4.084 2.788 -2.086
H -3.856 1.668 -3.431
H -3.662 1.368 -0.487
H -2.030 0.656 -0.403
H -4.421 -0.610 -1.407
H -3.307 -0.346 -2.806
H -4.895 -2.361 -0.494
H -4.253 -1.824 1.047
H -5.791 -3.813 2.411
H -4.719 -5.219 2.534
H -4.067 -3.552 2.833
H -4.282 -4.717 -0.921
H 0.816 -5.281 -1.719
H -0.080 -5.569 -0.164
H -1.892 -6.553 -1.251
H -0.606 -6.979 -2.415
H -2.745 -5.281 -2.674
Cs 4.838 -3.529 -1.536
O 1.207 4.381 2.178
P 2.269 3.328 1.964
N 2.171 2.586 3.508
C 3.111 2.501 4.602
C 0.937 1.847 3.784
N 3.571 4.484 1.706
C 4.578 4.844 2.686
C 3.139 5.679 1.013
N 3.291 2.054 1.285
C 2.567 1.125 0.414
C 4.421 1.404 1.885
H 3.429 1.463 4.772
H 2.662 2.856 5.536
H 4.014 3.089 4.453
H 1.009 0.810 3.436
H 0.082 2.303 3.287
H 0.707 1.837 4.850
H 4.153 5.009 3.687
H 5.090 5.772 2.403
H 5.381 4.108 2.741
H 2.680 6.412 1.719
H 2.405 5.456 0.243
H 3.984 6.163 0.510
H 2.052 0.351 0.999
H 3.246 0.634 -0.299
H 1.815 1.657 -0.174
H 4.139 0.482 2.416
H 4.978 2.023 2.581
H 5.128 1.132 1.093
O -2.969 0.073 1.876
S -2.020 0.932 2.611
O -1.633 0.291 3.877
O -2.668 2.216 2.915
O -0.821 1.151 1.780
O -2.468 -6.054 -8.428
V -2.312 -5.957 -6.759
O -2.152 -5.857 -5.051
O 3.795 8.948 2.659
H 2.832 9.072 2.801
H 4.106 9.441 1.873
H 4.021 7.986 2.592
*
```

Calculated values
**E_LUMO**: -6.5781 eV
**Gap between HOMO and LUMO**: 1.27 eV
**HOMO level**: -7.8 eV

***

Here is 2 unconnected molecules or ions with the total composition C3H11NO from the Open Molecules 2025 dataset. Energies are from ωB97M-V/def2-TZVPD.

The geometry in ORCA input format:
```
! wB97M-V def2-TZVPD RIJCOSX def2/J DEFGRID3
* xyz 0 1
C 1.538 -0.730 1.472
C 1.538 0.272 0.126
N 1.166 -0.491 -0.996
C 0.409 0.163 -2.166
H 0.850 -1.520 1.313
H 1.283 -0.050 2.331
H 2.472 -1.172 1.798
H 2.685 0.497 0.103
H 0.935 1.095 0.277
H 0.404 -1.095 -0.798
H -0.505 0.665 -1.723
H 0.901 1.148 -2.349
H 0.647 -0.531 -2.981
O -4.724 0.512 1.537
H -5.427 1.086 1.276
H -4.173 0.152 0.780
*
```

Calculated values
**E_LUMO**: 0.5894 eV
**Gap between HOMO and LUMO**: 9.47 eV
**ΔE to the lowest compared entry with this formula, charge and spin**: 58.0 kcal/mol
**HOMO level**: -8.9 eV
**SMILES**: CCNC.O

***

Here is a single C6H10 molecule from the Open Molecules 2025 dataset. Energies are from ωB97M-V/def2-TZVPD.

The geometry in ORCA input format:
```
! wB97M-V def2-TZVPD RIJCOSX def2/J DEFGRID3
* xyz 0 1
C -0.843 -0.843 1.318
C -0.558 0.485 0.608
C 0.923 0.923 0.547
C 1.031 0.423 -0.909
C 0.259 -0.815 -1.374
C -0.494 0.386 -0.927
H -1.088 -0.698 2.376
H -1.685 -1.354 0.836
H 0.015 -1.523 1.278
H -1.251 1.247 0.976
H 0.940 1.994 0.302
H 1.612 0.687 1.380
H 1.792 0.874 -1.538
H 0.338 -1.745 -0.824
H 0.148 -0.983 -2.454
H -1.139 0.942 -1.595
*
```

Calculated values
**E_LUMO**: 1.2024 eV
**Gap between HOMO and LUMO**: 10.54 eV
**ΔE to the lowest compared entry with this formula, charge and spin**: 44.7 kcal/mol
**HOMO level**: -9.3 eV
**SMILES**: C[C@H]1C[C@H]2C[C@H]21

***

Result set for max |F|: 4.6; 4.2; 4.5; 14.2; 5.8; 0.9 eV/A, one per record in the order listed.